Entry 1:
A structure of composition C5H7CdO5, computed with ωB97M-V/def2-TZVPD.

As for the total charge: 0. The LUMO energy (spin up / spin down) comes out at 0.145 / -2.154 eV. The energy above the lowest of the compared OMol25 structures with the same formula, charge and spin comes out at 35.8 kJ/mol. The multiplicity is 2.

Positions of all 18 atoms, in Å:
O: -4.03 0.78 -0.44
C: -3.72 0.03 0.45
O: -4.01 -0.18 1.60
O: -2.27 -1.98 -1.01
C: -2.14 -1.15 -0.12
O: -0.88 -0.57 -0.18
C: -0.26 0.14 0.90
C: 1.23 0.11 0.69
O: 1.51 0.33 -0.68
C: 2.89 0.56 -0.95
Cd: -0.20 -0.77 -2.17
H: -0.53 -0.36 1.84
H: -0.63 1.17 0.85
H: 1.64 -0.87 0.99
H: 1.69 0.89 1.31
H: 3.00 0.66 -2.03
H: 3.21 1.49 -0.45
H: 3.49 -0.29 -0.60

***

Entry 2:
A structure of composition C5H4CdO4, computed with ωB97M-V/def2-TZVPD.

As for the total charge: +3. The LUMO energy (spin up / spin down) comes out at -16.359 / -16.360 eV. The energy above the lowest of the compared OMol25 structures with the same formula, charge and spin comes out at 76.5 kJ/mol. The multiplicity is 2.

Positions of all 14 atoms, in Å:
C: 1.31 1.80 -2.72
C: 1.45 2.35 -1.65
H: 1.59 2.81 -0.68
H: 1.40 0.20 -1.35
O: -0.40 0.10 0.02
C: 0.45 -0.94 -0.15
O: 0.27 -1.99 0.44
O: 1.40 -0.71 -0.96
Cd: 0.93 -3.76 0.71
C: -1.36 0.16 1.12
C: -2.35 -0.19 0.31
O: -1.18 0.24 2.36
H: -3.02 -0.96 -0.08
H: -0.48 0.87 2.62